The following is a quantum chemistry calculation of a molecular structure, C10H19N3O5, from the OMol25 dataset.

## Properties
E	-25377.006	eV
HOMO	-0.3625	Eh
ΔE to the lowest compared entry with this formula, charge and spin	251.72	kcal per mole

Atoms and positions in Å:
C1 1.82 0.44 1.92
C2 0.35 0.50 1.18
C3 1.91 -0.79 2.88
C4 3.20 -0.92 3.73
C5 -1.46 -0.45 -0.34
C6 -1.80 -1.91 -0.97
C7 -1.46 0.58 -1.42
C8 -0.66 0.63 -2.70
C9 -0.94 1.98 -3.61
C10 -2.48 2.08 -4.09
H1 1.94 2.49 1.82
H2 1.08 1.94 3.10
H3 2.42 0.61 0.86
H4 1.31 -1.71 2.51
H5 1.41 -0.46 3.74
H6 3.47 1.11 3.74
H7 0.36 -1.64 0.47
H8 -2.16 -0.39 0.40
H9 -2.57 0.69 -1.59
H10 -1.40 1.48 -0.67
H11 0.45 0.46 -2.41
H12 -1.22 -0.03 -3.47
H13 -0.23 2.04 -4.54
H14 -0.64 2.99 -3.19
H15 -3.42 1.88 -3.43
H16 -2.48 2.96 -4.73
H17 -2.95 0.98 -6.28
H18 -1.16 0.67 -5.29
H19 -3.24 -2.48 -2.20
N1 1.96 1.79 2.64
N2 -0.04 -0.49 0.14
N3 -2.49 0.70 -5.00
O1 -0.31 1.49 1.43
O2 3.63 -1.98 4.03
O3 3.78 0.29 4.08
O4 -1.23 -3.16 -0.63
O5 -3.10 -1.70 -1.75

The following is a quantum chemistry calculation of 2 unconnected molecules or ions with the total composition C10H19N3O7, from the OMol25 dataset.

## Properties
E	-29483.336	eV
HOMO	-0.3564	Eh
ΔE to the lowest compared entry with this formula, charge and spin	0.00	kcal per mole

Atoms and positions in Å:
C1 2.01 -1.81 -2.29
C2 2.18 -1.19 -0.89
C3 0.56 -1.76 -2.76
C4 -0.43 -2.48 -1.84
C5 -1.79 -2.60 -2.49
C6 -1.14 3.34 1.44
C7 0.21 4.02 1.52
C8 -0.97 1.85 1.78
C9 -0.43 1.60 3.19
C10 -0.39 0.12 3.53
H1 2.01 -3.85 -1.99
H2 2.94 -3.38 -3.24
H3 2.60 -1.17 -2.96
H4 0.26 -0.70 -2.83
H5 0.48 -2.19 -3.77
H6 -0.49 -1.96 -0.88
H7 -0.09 -3.51 -1.64
H8 -3.78 -2.48 -2.06
H9 -2.75 -2.10 -0.72
H10 3.53 -2.45 -0.74
H11 -2.66 3.12 0.10
H12 -1.18 3.22 -0.60
H13 -1.75 3.81 2.21
H14 -0.31 1.37 1.05
H15 -1.94 1.35 1.68
H16 -1.07 2.10 3.93
H17 0.57 2.02 3.32
H18 0.40 0.63 5.19
H19 1.73 4.42 0.50
N1 2.65 -3.13 -2.30
N2 -2.86 -2.45 -1.66
N3 -1.76 3.60 0.15
O1 1.48 -0.30 -0.48
O2 -1.92 -2.86 -3.68
O3 3.18 -1.72 -0.19
O4 0.70 4.47 2.53
O5 -0.78 -0.76 2.80
O6 0.13 -0.18 4.74
O7 0.87 4.00 0.35

The following is a quantum chemistry calculation of a gas-phase ion, C10H19N4 (charge +1), from the OMol25 dataset.

## Properties
charge	+1
E	-16628.741	eV
HOMO	-0.4837	Eh
ΔE to the lowest compared entry with this formula, charge and spin	68.78	kcal per mole

Atoms and positions in Å:
C1 -1.29 1.07 1.47
C2 2.69 0.28 -0.06
C3 2.39 -0.43 1.24
C4 -1.01 -1.03 -2.24
C5 1.59 -0.11 -1.05
C6 -0.84 0.45 -1.70
C7 1.05 0.02 1.79
C8 -1.72 -2.00 -1.39
C9 0.25 0.58 -0.67
C10 -0.12 0.02 0.93
N1 -1.67 -1.38 -0.08
N2 -0.49 -1.15 0.32
N3 -0.81 2.21 2.02
N4 -2.46 0.80 1.08
H1 2.87 1.32 0.02
H2 3.54 -0.34 -0.40
H3 2.35 -1.53 0.98
H4 3.15 -0.27 2.01
H5 -1.57 -0.85 -3.10
H6 -0.09 -1.36 -2.25
H7 1.63 0.24 -2.13
H8 1.35 -1.26 -1.06
H9 -0.59 0.98 -2.60
H10 -1.76 0.94 -1.33
H11 0.90 -0.53 2.70
H12 1.36 1.06 2.09
H13 -2.81 -2.02 -1.48
H14 -1.25 -2.96 -1.40
H15 0.48 1.61 -0.29
H16 0.11 2.21 2.41
H17 -1.43 2.91 2.43
H18 -2.51 -0.83 0.30
H19 -3.30 1.34 1.41

The following is a quantum chemistry calculation of 2 unconnected molecules or ions with the total composition C10H19NO7S, from the OMol25 dataset.

## Properties
charge	-2
E	-37325.158	eV
HOMO	0.0759	Eh
ΔE to the lowest compared entry with this formula, charge and spin	138.64	kcal per mole

Atoms and positions in Å:
C1 0.15 2.85 -0.86
C2 -0.27 1.24 -0.69
C3 -1.26 0.92 -1.96
C4 1.13 0.41 -0.67
C5 1.02 -1.20 -0.90
C6 0.28 -2.17 0.20
C7 -0.20 -1.43 1.58
O1 0.24 -1.96 2.75
O2 0.52 -1.75 -2.18
S1 1.71 -1.78 -3.44
O3 1.85 -0.42 -4.19
O4 1.34 -3.05 -4.27
O5 3.04 -1.93 -2.35
C8 2.61 -1.73 -0.93
N1 3.69 -0.80 -0.43
H1 -0.03 3.11 -2.01
H2 1.31 3.02 -0.68
H3 -0.54 3.57 -0.25
H4 -0.87 1.21 0.34
H5 -2.22 1.61 -1.90
H6 -0.67 1.12 -2.97
H7 -1.67 -0.20 -1.96
H8 1.86 0.89 -1.45
H9 1.61 0.60 0.41
H10 -0.70 -2.61 -0.32
H11 0.92 -3.12 0.51
H12 -0.92 -0.51 1.67
H13 2.82 -2.81 -0.50
H14 3.94 -0.06 -1.14
H15 4.53 -1.42 -0.27
O6 -3.62 1.10 5.32
C9 -3.03 1.57 4.21
C10 -3.27 0.53 3.01
O7 -2.66 0.98 1.91
H16 -1.94 1.72 4.26
H17 -3.37 2.55 3.83
H18 -4.37 0.40 2.96
H19 -2.95 -0.45 3.40

The following is a quantum chemistry calculation of 5 unconnected molecules or ions with the total composition C10H20Br10, from the OMol25 dataset.

## Properties
E	-711118.827	eV
HOMO	-0.3747	Eh
ΔE to the lowest compared entry with this formula, charge and spin	34.11	kcal per mole

Atoms and positions in Å:
Br1 -3.80 -8.45 -6.95
C1 -2.80 -7.09 -5.87
C2 -2.75 -7.49 -4.35
Br2 -2.01 -5.93 -3.44
H1 -3.30 -6.12 -5.98
H2 -1.85 -6.94 -6.36
H3 -2.14 -8.38 -4.21
H4 -3.72 -7.69 -3.88
Br3 4.55 -1.85 -6.68
C3 2.82 -1.14 -5.92
C4 1.94 -2.30 -5.49
Br4 1.10 -2.89 -7.20
H5 2.37 -0.63 -6.76
H6 3.01 -0.34 -5.20
H7 1.13 -1.93 -4.87
H8 2.50 -3.11 -5.02
Br5 4.64 4.68 3.60
C5 4.36 4.96 1.70
C6 4.07 6.37 1.32
Br6 5.63 7.63 1.11
H9 3.49 4.35 1.47
H10 5.25 4.44 1.33
H11 3.40 6.84 2.04
H12 3.58 6.38 0.35
Br7 -6.30 2.73 7.83
C7 -4.42 3.26 7.53
C8 -4.14 4.49 8.31
Br8 -2.56 5.37 7.54
H13 -4.30 3.47 6.47
H14 -3.66 2.57 7.92
H15 -3.97 4.34 9.38
H16 -4.97 5.19 8.32
Br9 2.23 -1.15 0.25
C9 0.40 -0.68 0.73
C10 0.31 -0.54 2.23
Br10 -1.48 0.05 2.78
H17 -0.28 -1.47 0.42
H18 0.18 0.24 0.18
H19 0.99 0.23 2.58
H20 0.50 -1.46 2.78

The following is a quantum chemistry calculation of 5 unconnected molecules or ions with the total composition C10H20Br10, from the OMol25 dataset.

## Properties
E	-711119.622	eV
HOMO	-0.3607	Eh
ΔE to the lowest compared entry with this formula, charge and spin	15.77	kcal per mole

Atoms and positions in Å:
Br1 -6.01 -2.01 -4.79
C1 -5.60 -2.22 -2.88
C2 -4.16 -1.81 -2.69
Br2 -3.71 -1.84 -0.77
H1 -5.76 -3.28 -2.68
H2 -6.29 -1.59 -2.33
H3 -4.02 -0.85 -3.18
H4 -3.46 -2.42 -3.27
Br3 0.98 -0.83 6.68
C3 -0.18 -0.36 5.16
C4 -0.23 1.14 4.97
Br4 1.54 1.89 4.51
H5 -1.17 -0.79 5.29
H6 0.28 -0.85 4.30
H7 -0.63 1.71 5.80
H8 -0.80 1.41 4.09
Br5 -0.38 -2.33 -3.14
C5 0.45 -2.56 -4.91
C6 -0.44 -3.42 -5.79
Br6 0.52 -3.81 -7.45
H9 1.43 -3.01 -4.79
H10 0.53 -1.56 -5.32
H11 -1.35 -2.87 -6.03
H12 -0.57 -4.39 -5.33
Br7 3.11 5.73 3.66
C7 4.73 5.30 2.60
C8 4.58 3.84 2.26
Br8 6.17 3.28 1.24
H13 5.62 5.52 3.18
H14 4.77 5.94 1.73
H15 3.71 3.65 1.65
H16 4.46 3.22 3.15
Br9 2.13 1.23 0.97
C9 0.23 0.72 0.95
C10 -0.08 -0.55 0.20
Br10 0.92 -2.03 1.06
H17 -0.28 1.55 0.45
H18 -0.16 0.69 1.96
H19 0.22 -0.56 -0.84
H20 -1.10 -0.87 0.34

The following is a quantum chemistry calculation of 4 unconnected molecules or ions with the total composition C10H20Br6O, from the OMol25 dataset.

## Properties
E	-432995.970	eV
HOMO	-0.3539	Eh

Atoms and positions in Å:
C1 -2.02 -2.10 4.02
C2 -1.95 -0.53 3.86
C3 -0.51 -0.15 3.90
O1 -0.01 -1.13 4.85
C4 -0.76 -2.36 4.91
H1 -1.97 -2.53 3.02
H2 -2.96 -2.39 4.49
H3 -2.46 -0.10 4.72
H4 -2.45 -0.28 2.92
H5 -0.31 0.88 4.22
H6 0.03 -0.36 2.98
H7 -1.13 -2.58 5.91
H8 -0.29 -3.24 4.47
Br1 -1.38 -2.62 -5.33
C5 -1.82 -1.72 -3.57
C6 -1.67 -2.72 -2.46
Br2 -2.52 -2.21 -0.72
H9 -2.82 -1.33 -3.72
H10 -1.16 -0.86 -3.39
H11 -0.64 -3.04 -2.30
H12 -2.03 -3.71 -2.77
Br3 2.29 5.04 -2.03
C7 3.22 4.22 -3.62
C8 3.41 2.72 -3.44
Br4 4.15 2.10 -5.15
H13 4.19 4.67 -3.81
H14 2.57 4.39 -4.48
H15 2.55 2.11 -3.20
H16 4.15 2.48 -2.68
Br5 -0.62 2.36 1.13
C9 0.87 1.45 0.22
C10 0.23 0.30 -0.60
Br6 1.56 -0.25 -1.89
H17 1.60 1.21 0.99
H18 1.28 2.22 -0.43
H19 -0.68 0.64 -1.08
H20 0.07 -0.55 0.06

The following is a quantum chemistry calculation of 5 unconnected molecules or ions with the total composition C10H20Cl10, from the OMol25 dataset.

## Properties
E	-135918.934	eV
HOMO	-0.3918	Eh
ΔE to the lowest compared entry with this formula, charge and spin	22.28	kcal per mole

Atoms and positions in Å:
Cl1 -0.47 -7.03 -10.15
C1 -1.74 -6.35 -9.07
C2 -1.12 -5.20 -8.24
Cl2 -0.69 -3.69 -9.07
H1 -2.09 -7.19 -8.47
H2 -2.58 -6.00 -9.68
H3 -0.17 -5.43 -7.74
H4 -1.75 -4.91 -7.40
Cl3 -4.70 0.22 1.68
C3 -5.16 -0.13 3.33
C4 -4.46 0.77 4.38
Cl4 -2.73 0.36 4.57
H5 -4.88 -1.18 3.46
H6 -6.23 -0.02 3.53
H7 -4.87 0.59 5.37
H8 -4.51 1.82 4.09
Cl5 -0.81 7.40 -2.48
C5 -1.37 5.79 -1.79
C6 -1.65 5.84 -0.31
Cl6 -3.07 6.82 0.04
H9 -0.68 5.02 -2.15
H10 -2.28 5.51 -2.33
H11 -0.79 6.19 0.26
H12 -1.86 4.84 0.05
Cl7 7.42 1.24 7.06
C7 6.04 0.30 7.81
C8 4.77 0.63 7.04
Cl8 4.24 2.31 7.36
H13 5.95 0.53 8.87
H14 6.34 -0.75 7.78
H15 3.96 -0.04 7.31
H16 5.02 0.59 5.99
Cl9 2.54 0.58 -0.23
C9 1.92 -1.02 -0.66
C10 2.37 -1.46 -2.05
Cl10 1.72 -0.42 -3.29
H17 0.83 -0.93 -0.71
H18 2.09 -1.71 0.17
H19 2.01 -2.46 -2.30
H20 3.46 -1.45 -2.03